1.
# C14H29Br2F4KMgN2O13S2

C14H29Br2F4KMgN2O13S2 as an isolated structure at a distorted geometry (the ωB97M-V functional and the def2-TZVPD basis, the OMol25 dataset).

The geometry in XYZ format:
```
68
Properties=species:S:1:pos:R:3:forces:R:3:lowdin_charge:R:1
O 2.7156 -3.3168 1.8935 -2.517 -0.778 1.007 -0.23
S 2.6364 -2.2770 0.9327 8.408 0.530 1.465 0.42
O 3.2990 -2.5945 -0.2957 -2.752 0.882 -0.801 -0.26
O 3.2712 -1.0295 1.5088 -1.784 -3.725 -0.402 -0.59
S 0.5682 -1.6907 0.4520 1.095 -0.811 -1.412 0.77
O 0.5497 -0.1963 0.2494 0.128 0.612 1.164 -0.59
O 0.0467 -2.2728 -0.7250 -0.738 -1.217 -0.596 -0.22
C -0.5923 -2.1338 1.8317 0.836 -0.892 0.336 -0.70
F -1.2621 -3.1992 1.5181 -0.672 0.100 -0.519 0.23
F -1.3681 -1.0278 1.8555 -1.602 0.853 0.480 0.06
F -0.0269 -2.3251 2.9768 0.354 0.633 0.342 0.24
Mg -1.0687 0.7025 0.4351 -1.252 0.680 0.179 1.17
C 2.0886 -0.9683 7.0266 -0.334 0.174 -0.168 -0.01
C 2.4666 -1.1030 5.5762 0.122 -0.099 0.198 -0.49
O 1.8051 -0.5885 4.7009 -0.152 0.190 -0.450 0.04
C 3.7018 -1.9045 5.2499 -0.073 0.131 -0.336 -0.01
H 1.1842 -0.3695 7.1176 0.004 0.073 -0.004 0.07
H 1.9012 -1.9547 7.4541 0.199 -0.016 0.076 0.09
H 2.8919 -0.4748 7.5755 0.050 -0.158 0.066 0.09
H 3.5832 -2.9303 5.6008 0.114 0.030 0.138 0.09
H 4.5747 -1.4514 5.7225 -0.010 -0.138 0.155 0.09
H 3.8516 -1.9184 4.1716 -0.023 -0.028 0.007 0.06
N -0.4911 2.4274 6.4746 0.128 -0.107 0.016 -0.64
O -0.1552 1.9737 7.5732 -0.007 -0.088 0.052 -0.02
O -1.2736 1.7835 5.7464 -0.111 -0.125 -0.247 -0.05
O -0.0446 3.5173 6.0804 0.124 0.273 -0.187 -0.06
Br 1.8354 7.8195 2.0264 -0.061 0.030 -0.019 0.58
C 1.1074 7.4928 3.8049 0.241 0.012 -0.099 -0.69
C 0.8742 6.0278 4.0479 -0.247 -0.056 0.249 -0.69
Br -0.7219 5.3973 3.1359 0.009 -0.079 -0.188 0.59
H 0.2027 8.0850 3.8880 -0.042 -0.042 -0.004 0.05
H 1.8556 7.8776 4.4936 0.005 -0.046 0.026 0.06
H 0.6880 5.8361 5.1028 -0.024 -0.069 -0.003 0.05
H 1.6959 5.4058 3.7119 0.049 0.046 0.004 0.05
F 4.0021 -3.6457 -1.9222 0.500 -0.623 -0.969 -0.44
C -4.0030 4.2295 -1.7566 0.130 0.018 -0.043 -0.07
C -4.6378 3.0013 -2.4018 -0.066 0.311 0.225 -0.44
C -5.8044 3.3354 -3.3429 -0.025 -0.255 -0.195 -0.21
O -7.0110 3.6554 -2.6841 0.107 0.140 -0.048 -0.19
C -7.1184 4.9995 -2.2450 -0.195 -0.097 0.150 -0.10
N -5.0446 2.0647 -1.3460 0.158 -0.223 -0.156 0.04
H -4.6185 4.6445 -0.9597 -0.053 -0.026 -0.020 0.07
H -3.0405 3.9686 -1.3123 0.000 -0.016 0.027 0.06
H -3.8242 5.0129 -2.4943 -0.007 0.007 0.010 0.08
H -3.8645 2.5178 -3.0068 -0.089 -0.060 -0.074 0.13
H -6.0247 2.4427 -3.9343 -0.049 -0.015 0.031 0.12
H -5.5306 4.1236 -4.0551 0.065 0.069 0.091 0.12
H -6.6294 5.6934 -2.9339 0.068 -0.027 0.012 0.09
H -6.7066 5.1153 -1.2399 0.076 0.142 -0.044 0.08
H -8.1776 5.2481 -2.1978 -0.012 -0.052 -0.048 0.09
H -5.3820 1.2099 -1.7801 0.050 -0.041 0.015 0.07
H -5.8722 2.4516 -0.9000 0.062 0.038 0.129 0.07
K 2.5881 0.9317 1.3403 -0.213 3.874 0.333 0.95
C 4.7770 -5.4876 -4.6064 0.072 -0.125 -0.411 -0.07
C 3.3142 -5.5375 -4.2307 0.317 0.090 0.547 -0.21
O 2.4653 -5.1978 -5.3504 -0.171 -0.008 0.006 0.04
C 2.3311 -6.1303 -6.2785 0.159 0.330 0.202 -0.62
O 2.8296 -7.2233 -6.2754 -0.006 -0.347 -0.096 0.12
O 1.5460 -5.6424 -7.2481 -0.168 0.003 -0.174 0.00
C 1.3983 -6.5145 -8.3664 -0.086 -0.036 -0.179 -0.05
H 5.0282 -4.5132 -5.0269 -0.008 0.082 0.184 0.08
H 5.3982 -5.6667 -3.7305 -0.083 0.116 0.076 0.08
H 5.0204 -6.2367 -5.3607 -0.039 -0.086 0.051 0.07
H 3.1172 -4.7934 -3.4589 -0.035 0.138 -0.106 0.08
H 3.0333 -6.5097 -3.8248 -0.055 -0.094 -0.252 0.12
H 1.0503 -7.4976 -8.0566 0.116 -0.036 0.043 0.09
H 2.3425 -6.6001 -8.9026 0.023 -0.124 0.051 0.10
H 0.6577 -6.0690 -9.0253 -0.010 0.156 0.106 0.09
```
Positions in Å, forces in eV/Å.

Electronic energy: -238967.75861 eV
HOMO level: -7.56 eV

=====

2.
# C14H15N3O4Pt

C14H15N3O4Pt as an isolated structure at a distorted geometry (the ωB97M-V functional and the def2-TZVPD basis, the OMol25 dataset).

The geometry in XYZ format:
```
37
Properties=species:S:1:pos:R:3:forces:R:3:lowdin_charge:R:1
Pt -1.2221 0.5038 1.6086 -0.331 -0.287 1.226 0.77
O -6.7244 -2.3888 -2.4090 -0.323 0.485 -0.227 -0.06
C -5.8583 -3.0175 -1.7862 0.267 0.333 0.198 -0.72
O -5.7030 -4.2488 -1.7075 0.141 -0.658 0.084 -0.09
C -4.8115 -2.1759 -0.9897 -0.008 -0.239 -0.015 -0.11
C -3.8397 -2.8495 -0.2519 -0.037 0.019 -0.015 -0.03
C -2.9079 -2.1240 0.4599 0.132 -0.311 0.095 -0.16
N -2.8741 -0.7965 0.4591 0.459 0.592 0.460 0.00
C -3.7817 -0.1272 -0.2455 -0.116 0.413 -0.144 -0.18
C -4.7715 -0.7883 -0.9698 -0.080 -0.144 -0.087 0.04
C -3.6926 1.4252 -0.2755 0.021 0.058 -0.037 -0.69
O -4.5861 2.0137 -0.8960 -0.611 -0.046 -0.365 -0.05
O -2.7241 1.9638 0.3029 0.333 -0.091 0.031 -0.17
H -3.8348 -3.9319 -0.2532 -0.040 0.040 -0.002 0.10
H -2.1447 -2.6152 1.0567 -0.022 0.050 -0.003 0.09
H -5.4936 -0.2058 -1.5217 -0.010 0.008 -0.006 0.11
N 0.2080 0.5507 0.1072 2.107 -0.163 -0.295 -0.02
C 1.3860 0.5313 0.0790 -1.974 0.111 -0.444 -0.25
N 2.6804 0.6899 -0.1508 0.273 -0.033 0.002 -0.13
C 3.1292 1.3919 -1.3364 -0.022 0.536 -0.231 -0.16
C 4.3031 2.3027 -0.9708 0.022 -0.246 -0.186 -0.19
C 5.4314 1.4597 -0.3755 -0.090 0.217 0.212 -0.22
C 4.9044 0.7173 0.8552 -0.026 -0.165 -0.222 -0.19
C 3.6877 -0.1356 0.4751 0.313 -0.240 0.454 -0.16
H 2.2874 1.9672 -1.7267 0.100 -0.088 0.014 0.13
H 3.4555 0.6805 -2.1155 -0.114 0.017 0.113 0.13
H 3.9685 3.0367 -0.2349 -0.042 0.035 -0.020 0.12
H 4.6369 2.8423 -1.8601 0.023 -0.004 -0.007 0.11
H 6.2833 2.0932 -0.1060 -0.036 -0.084 -0.039 0.10
H 5.7768 0.7370 -1.1229 0.035 0.001 0.009 0.11
H 4.6118 1.4424 1.6178 -0.031 -0.021 0.032 0.12
H 5.6785 0.0738 1.2808 -0.017 -0.007 0.012 0.10
H 3.2541 -0.6127 1.3574 0.015 0.061 -0.141 0.13
H 4.0217 -0.9314 -0.2163 -0.137 0.087 0.074 0.12
C -1.5420 0.2454 3.5385 -0.154 -0.300 -0.144 -0.43
H -2.2065 -0.4961 3.9952 -0.027 0.018 -0.114 -0.13
H -0.9866 0.7758 4.3278 0.007 0.043 -0.272 -0.14
```
Positions in Å, forces in eV/Å.

Electronic energy: -30665.66913 eV
HOMO level (spin up / spin down): 0.30 / -0.92 eV
Multiplicity: 3
Charge: -2

=====

Question: Among the records above, which one has the lowest electronic energy?
Answer: C14H29Br2F4KMgN2O13S2

=====

Question: What is the electronic energy in the second record?
Answer: -30665.66913 eV